1.
The following is a DFT calculation (ωB97M-V with the def2-TZVPD basis set) of a molecular structure, C43H34CoN12PS.

Last column: Löwdin charge in e.
Positions of all 92 atoms, in Å:
1 Co -0.3067 0.0109 -0.5363  0.27
2 C -4.8698 -3.6031 -3.0431  -0.05
3 C -5.1753 -3.8641 -1.7105  -0.05
4 C -4.5225 -3.2048 -0.6791  0.01
5 C -3.5424 -2.2836 -1.0160  -0.10
6 C -2.6401 -1.4879 -0.2148  -0.23
7 N -2.6505 -1.3848 1.1015  0.20
8 C -1.6674 -0.8209 1.8087  -0.33
9 C -1.9111 -0.5905 3.2365  -0.11
10 C -3.1451 -0.9837 3.7631  -0.03
11 C -3.4867 -0.7449 5.0814  -0.06
12 C -2.5927 -0.1000 5.9371  -0.05
13 C -1.3741 0.3161 5.4617  -0.02
14 C -1.0096 0.0985 4.1143  -0.17
15 C 0.1888 0.5938 3.6111  -0.30
16 N 1.0709 1.5351 3.8592  0.14
17 C 1.7219 1.7549 2.7422  -0.27
18 N 1.1662 0.7793 0.2011  -0.17
19 C 1.7934 1.8934 -0.1937  -0.34
20 N 1.7016 2.3054 -1.4611  0.19
21 C 0.9292 1.7345 -2.3679  -0.24
22 N 0.0460 0.7146 -2.1490  0.04
23 C -0.6530 0.4409 -3.3000  -0.24
24 N -1.6433 -0.4204 -3.4011  0.22
25 C -2.1707 -1.0395 -2.3693  -0.23
26 N -1.8235 -0.7903 -1.0599  0.04
27 C -3.2395 -2.0118 -2.3732  -0.09
28 C -3.9121 -2.6639 -3.3938  0.01
29 C -0.1719 1.3203 -4.3380  -0.10
30 C -0.5146 1.4687 -5.6730  0.01
31 C 0.1052 2.4784 -6.3912  -0.05
32 C 1.0393 3.3253 -5.7975  -0.05
33 C 1.4189 3.1629 -4.4750  0.00
34 C 0.8080 2.1534 -3.7454  -0.10
35 C 2.6070 2.7261 0.6947  -0.12
36 C 3.4247 3.6917 0.1038  -0.03
37 C 4.1655 4.5789 0.8583  -0.06
38 C 4.0932 4.5481 2.2512  -0.06
39 C 3.2867 3.6314 2.8763  -0.02
40 C 2.5426 2.6939 2.1268  -0.17
41 N -0.5241 -0.5303 1.1865  -0.16
42 H -5.3783 -4.1483 -3.8224  0.11
43 H -5.9306 -4.6017 -1.4867  0.11
44 H -4.7487 -3.4096 0.3556  0.12
45 H -3.8364 -1.4786 3.0993  0.11
46 H -4.4469 -1.0580 5.4563  0.11
47 H -2.8590 0.0737 6.9669  0.12
48 H -0.6659 0.8207 6.1000  0.12
49 H -3.6894 -2.4527 -4.4267  0.12
50 H -1.2311 0.8089 -6.1326  0.12
51 H -0.1326 2.6065 -7.4356  0.11
52 H 1.4761 4.1174 -6.3856  0.11
53 H 2.1676 3.7916 -4.0181  0.12
54 H 3.4650 3.7229 -0.9732  0.11
55 H 4.7918 5.3087 0.3684  0.11
56 H 4.6735 5.2424 2.8387  0.12
57 H 3.2003 3.5960 3.9516  0.12
58 S 0.7427 0.4141 1.8208  1.07
59 C 1.9283 -0.9170 2.1113  -0.21
60 N 3.1854 -0.7480 1.6203  0.15
61 C 4.2135 -1.5427 2.0021  0.01
62 C 3.9888 -2.5986 2.8401  0.01
63 C 2.6818 -2.8526 3.2965  0.04
64 C 1.6664 -1.9705 2.9687  0.02
65 H 3.3245 -0.0102 0.9388  0.16
66 H 5.1860 -1.3124 1.5968  0.15
67 H 4.8040 -3.2324 3.1414  0.13
68 H 2.4771 -3.7216 3.8981  0.13
69 H 0.6655 -2.1187 3.3421  0.13
70 C -4.4478 3.7575 -1.0770  -0.11
71 N -3.0920 4.4512 -1.2148  -0.07
72 C -2.8973 5.3178 0.0292  -0.11
73 N -3.0259 4.5523 1.2087  -0.16
74 C -4.3269 3.9072 1.2758  -0.14
75 N -4.5225 3.0343 0.1321  -0.15
76 C -3.6770 1.8604 0.1626  -0.29
77 P -1.8491 2.2767 0.1076  1.10
78 C -1.9986 3.4631 -1.3537  -0.24
79 C -1.9348 3.6247 1.4150  -0.29
80 H -4.5779 3.0939 -1.9365  0.15
81 H -5.2135 4.5394 -1.0958  0.15
82 H -3.1074 5.0525 -2.0447  0.19
83 H -3.6640 6.0980 0.0029  0.15
84 H -1.9051 5.7745 -0.0292  0.15
85 H -5.1066 4.6731 1.2787  0.14
86 H -4.3997 3.3280 2.1962  0.14
87 H -3.9246 1.2141 -0.6853  0.10
88 H -3.8815 1.2970 1.0769  0.10
89 H -2.1620 2.8736 -2.2625  0.10
90 H -1.0468 3.9944 -1.4641  0.11
91 H -0.9879 4.1744 1.4224  0.10
92 H -2.0503 3.1534 2.3949  0.10

Atoms 1-6, force components in eV/Å:
0.35 -0.71 -0.56
-0.12 -0.10 0.19
-0.08 -0.09 -0.27
0.38 0.34 0.09
-0.75 -0.62 -1.06
0.38 0.61 1.09

Highest occupied orbital energy (alpha / beta) in eV: -10.95 / -10.94
Gap between HOMO and LUMO (alpha / beta) in eV: 4.58 / 4.59
Net charge: +2

---

2.
The following is a DFT calculation (ωB97M-V with the def2-TZVPD basis set) of 13 unconnected molecules or ions with the total composition C69H159N5O13.

Last column: Löwdin charge in e.
Positions of all 246 atoms, in Å:
1 C 1.4765 -2.0790 5.2412  -0.06
2 C 0.7090 -3.2914 4.7839  -0.53
3 C 0.6007 -3.4830 3.2942  -0.06
4 O 1.3649 -4.3622 5.3800  -0.03
5 H 1.5923 -2.0243 6.3236  0.09
6 H 1.0601 -1.1382 4.8812  0.08
7 H 2.4749 -2.1425 4.8085  0.07
8 H -0.3388 -3.1914 5.0671  0.14
9 H 1.4735 -3.7534 2.6998  0.08
10 H 0.2303 -2.6045 2.7657  0.07
11 H -0.1247 -4.2864 3.1666  0.07
12 H 2.2819 -4.3030 5.1022  0.09
13 C 4.8659 0.2230 -5.2925  -0.05
14 C 4.7484 0.3502 -3.7804  -0.46
15 C 3.5972 -0.4811 -3.0942  -0.02
16 O 5.9372 -0.0812 -3.2228  -0.05
17 H 4.0399 0.7492 -5.7709  0.07
18 H 4.9587 -0.8001 -5.6567  0.08
19 H 5.7686 0.6536 -5.7258  0.08
20 H 4.6130 1.4082 -3.5555  0.12
21 H 3.6972 -1.5651 -3.1489  0.08
22 H 2.6431 -0.1867 -3.5312  0.07
23 H 3.4616 -0.3327 -2.0229  0.04
24 H 6.5490 0.6582 -3.2480  0.11
25 C 4.8877 -4.1374 -1.1246  -0.05
26 C 5.9567 -3.0940 -1.0143  -0.52
27 C 7.1904 -3.2760 -1.8894  -0.03
28 O 5.4532 -1.7885 -1.0290  -0.07
29 H 4.6195 -4.1201 -2.1810  0.08
30 H 4.0557 -3.8113 -0.5005  0.08
31 H 5.2149 -5.1428 -0.8597  0.09
32 H 6.3191 -3.1152 0.0135  0.12
33 H 7.6555 -4.2543 -1.7676  0.08
34 H 7.9386 -2.5287 -1.6252  0.08
35 H 6.9967 -3.1093 -2.9490  0.08
36 H 5.8542 -1.2547 -1.7187  0.05
37 C 4.3602 5.2034 -3.9284  -0.04
38 C 4.4500 5.1734 -2.4004  -0.48
39 C 3.5710 4.0719 -1.7892  -0.07
40 O 5.7674 4.8771 -1.9630  -0.04
41 H 3.4029 5.5186 -4.3436  0.07
42 H 4.6556 4.2376 -4.3384  0.07
43 H 5.0205 5.9184 -4.4191  0.08
44 H 4.0040 6.0740 -1.9783  0.13
45 H 2.6040 4.1230 -2.2895  0.07
46 H 3.4413 4.0047 -0.7090  0.07
47 H 4.0099 3.1224 -2.0957  0.06
48 H 5.8420 5.1534 -1.0466  0.09
49 C -0.0707 -4.1854 -4.0194  -0.05
50 C -1.3689 -3.7654 -4.7104  -0.45
51 C -1.2923 -2.6360 -5.6537  -0.05
52 O -1.6750 -5.0103 -5.4062  -0.08
53 H -0.0371 -5.1927 -3.6042  0.04
54 H 0.2295 -3.5043 -3.2231  0.06
55 H 0.8197 -4.2679 -4.6428  0.09
56 H -2.2015 -3.6745 -4.0128  0.11
57 H -0.5496 -2.7780 -6.4388  0.09
58 H -0.9166 -1.7921 -5.0752  0.08
59 H -2.2769 -2.3951 -6.0546  0.09
60 H -1.9699 -5.6978 -4.8045  0.03
61 C 2.4360 -6.7864 -1.9054  -0.02
62 C 1.7525 -7.0174 -0.5643  -0.54
63 C 0.7393 -5.9442 -0.3222  -0.05
64 O 1.0565 -8.1756 -0.6781  -0.03
65 H 2.9313 -5.8204 -1.8070  0.05
66 H 1.6850 -6.6391 -2.6816  0.07
67 H 3.0280 -7.6625 -2.1700  0.09
68 H 2.4688 -7.1653 0.2440  0.15
69 H 1.1854 -4.9853 -0.0584  0.09
70 H 0.3099 -6.2957 0.6160  0.08
71 H -0.0762 -5.8624 -1.0408  0.07
72 H 0.8398 -8.3626 0.2383  0.10
73 C 0.4971 -1.2397 -0.5680  -0.03
74 C 0.5854 0.2090 -0.0932  -0.43
75 C 0.9155 1.2733 -1.1528  -0.03
76 O -0.6661 0.6045 0.4651  -0.06
77 H 1.5269 -1.5645 -0.7165  0.07
78 H -0.0982 -1.4868 -1.4470  0.08
79 H 0.1358 -1.8271 0.2762  0.07
80 H 1.2766 0.2331 0.7493  0.12
81 H 0.3446 1.2969 -2.0810  0.07
82 H 1.9552 1.2126 -1.4746  0.04
83 H 0.8659 2.2763 -0.7288  0.06
84 H -1.2714 -0.0604 0.1288  0.04
85 C 0.5429 3.6595 -4.5078  -0.07
86 C -0.4473 3.1403 -5.4972  -0.46
87 C -0.4208 1.6290 -5.5645  -0.07
88 O -1.8282 3.4794 -5.1319  -0.07
89 H 0.2911 3.4994 -3.4595  0.05
90 H 0.7892 4.7135 -4.6368  0.08
91 H 1.4573 3.0896 -4.6724  0.08
92 H -0.1306 3.5811 -6.4425  0.13
93 H 0.4652 1.2446 -6.0699  0.08
94 H -1.2755 1.2560 -6.1288  0.08
95 H -0.5450 1.2641 -4.5449  0.07
96 H -2.4961 3.4634 -5.8214  0.08
97 C -4.4854 1.2886 0.6759  0.01
98 C -4.9999 -0.0620 0.1079  -0.47
99 C -6.5072 0.1422 -0.2116  -0.15
100 C -6.8294 0.9013 -1.4725  -0.16
101 C -6.1608 0.1427 -2.6260  -0.15
102 C -4.6922 -0.1452 -2.4510  -0.48
103 N -4.3309 -0.5531 -1.0798  -0.11
104 O -2.9790 -0.7823 -0.8379  -0.01
105 C -4.3372 -1.3321 -3.4057  -0.01
106 C -3.8874 1.0980 -2.8761  -0.01
107 C -4.9605 -1.2787 1.0889  -0.02
108 H -5.2318 1.7493 1.3231  0.08
109 H -4.3831 2.0367 -0.1102  0.06
110 H -3.5790 1.3066 1.2811  0.06
111 H -6.9584 -0.8500 -0.2263  0.11
112 H -6.8740 0.5967 0.7087  0.12
113 H -6.3555 1.8714 -1.3224  0.11
114 H -7.8883 1.0778 -1.6613  0.12
115 H -6.3309 0.6256 -3.5883  0.12
116 H -6.7835 -0.7416 -2.7611  0.12
117 H -4.8761 -1.2264 -4.3472  0.09
118 H -3.3005 -1.2907 -3.7397  0.06
119 H -4.5753 -2.2898 -2.9429  0.06
120 H -4.0581 1.8982 -2.1559  0.06
121 H -2.8515 0.7612 -2.9154  0.08
122 H -4.1956 1.4886 -3.8459  0.09
123 H -5.3624 -2.1596 0.5881  0.07
124 H -5.5712 -1.1796 1.9863  0.09
125 H -3.9354 -1.3879 1.4428  0.07
126 H -2.9332 -1.7224 -0.6488  0.07
127 C -2.4879 -4.3577 0.3753  -0.01
128 C -3.5714 -5.3382 -0.3647  -0.42
129 C -4.2927 -4.5079 -1.5044  -0.13
130 C -5.1550 -5.4340 -2.3705  -0.16
131 C -4.2147 -6.3920 -3.0691  -0.12
132 C -3.3223 -7.2677 -2.0991  -0.41
133 N -2.8342 -6.4258 -0.9822  -0.17
134 O -2.1309 -7.1155 -0.0540  -0.02
135 C -4.2250 -8.4544 -1.5224  -0.01
136 C -1.9873 -7.7929 -2.7386  -0.01
137 C -4.5290 -5.8202 0.7354  -0.03
138 H -1.9900 -4.8396 1.2167  0.07
139 H -3.0175 -3.4961 0.7818  0.05
140 H -1.7388 -3.9197 -0.2845  0.06
141 H -4.9237 -3.7085 -1.1161  0.10
142 H -3.5785 -3.9420 -2.1025  0.09
143 H -5.7766 -4.9650 -3.1331  0.11
144 H -5.8578 -5.9299 -1.7009  0.10
145 H -3.5996 -5.9328 -3.8429  0.09
146 H -4.8173 -7.0961 -3.6429  0.11
147 H -4.5866 -9.0237 -2.3788  0.07
148 H -3.6124 -9.1095 -0.9031  0.07
149 H -5.0756 -8.1772 -0.8997  0.07
150 H -2.2958 -8.3210 -3.6409  0.08
151 H -1.3865 -6.9675 -3.1206  0.05
152 H -1.2589 -8.4328 -2.2406  0.08
153 H -5.4595 -6.2741 0.3944  0.07
154 H -4.7822 -4.9393 1.3255  0.07
155 H -4.0817 -6.4861 1.4733  0.09
156 H -1.2177 -6.9621 -0.3076  0.03
157 C 3.3603 0.6445 2.9759  -0.02
158 C 4.5903 0.7355 1.9927  -0.46
159 C 5.1842 2.1443 2.3731  -0.16
160 C 6.1226 2.1728 3.5201  -0.19
161 C 7.2078 1.1227 3.2785  -0.13
162 C 6.6529 -0.3666 3.1679  -0.48
163 N 5.5921 -0.3646 2.1283  -0.05
164 O 5.1270 -1.7447 1.7938  -0.02
165 C 7.8799 -1.1344 2.6614  -0.06
166 C 6.2176 -0.8590 4.5536  -0.02
167 C 4.1962 0.7500 0.5749  -0.06
168 H 3.6671 0.8055 4.0094  0.08
169 H 2.8260 -0.2723 2.7264  0.07
170 H 2.5645 1.3571 2.7591  0.07
171 H 5.7146 2.5378 1.5060  0.11
172 H 4.3501 2.8313 2.5159  0.11
173 H 5.5721 1.9174 4.4255  0.10
174 H 6.6082 3.1462 3.4505  0.12
175 H 7.9022 1.1789 4.1169  0.11
176 H 7.8832 1.4558 2.4904  0.12
177 H 8.1692 -0.9466 1.6274  0.08
178 H 8.7995 -0.8513 3.1735  0.08
179 H 7.8206 -2.2223 2.6950  0.08
180 H 7.0738 -1.2481 5.1046  0.08
181 H 5.6671 -0.1270 5.1445  0.07
182 H 5.5851 -1.7218 4.3449  0.08
183 H 3.6438 -0.1303 0.2464  0.07
184 H 5.0624 0.7848 -0.0859  0.09
185 H 3.5807 1.5882 0.2482  0.07
186 H 5.2705 -1.6828 0.8466  0.02
187 C -4.7117 5.5938 5.8720  -0.03
188 C -3.1590 5.3002 5.6160  -0.44
189 C -2.5223 4.9007 7.0010  -0.13
190 C -2.6627 3.4372 7.4777  -0.18
191 C -2.1751 2.5531 6.3526  -0.16
192 C -2.9111 2.7016 4.9965  -0.47
193 N -2.9226 4.1549 4.6740  -0.10
194 O -3.4962 4.3955 3.4401  -0.02
195 C -2.1244 1.9479 3.8960  -0.02
196 C -4.3082 2.1011 5.2328  -0.03
197 C -2.4882 6.6164 5.2215  -0.05
198 H -5.2289 5.5790 4.9127  0.07
199 H -4.9448 6.5075 6.4187  0.07
200 H -5.2018 4.8180 6.4603  0.06
201 H -1.4656 5.1505 6.9058  0.11
202 H -2.9791 5.5940 7.7071  0.11
203 H -3.6599 3.1705 7.8279  0.10
204 H -2.0793 3.3100 8.3896  0.11
205 H -2.1631 1.5008 6.6365  0.12
206 H -1.1200 2.7766 6.1944  0.12
207 H -2.4680 1.8712 2.8644  0.05
208 H -1.1040 2.3212 3.8088  0.07
209 H -1.9758 0.9227 4.2350  0.08
210 H -4.9436 2.1029 4.3471  0.07
211 H -4.3712 1.0856 5.6238  0.08
212 H -4.8570 2.7261 5.9373  0.06
213 H -3.0449 7.0178 4.3748  0.08
214 H -1.4885 6.5171 4.7985  0.06
215 H -2.4289 7.3968 5.9802  0.09
216 H -2.7103 4.5563 2.9127  0.06
217 C 1.1531 4.3296 1.8116  -0.03
218 C 0.2431 5.3559 1.1015  -0.47
219 C 1.0359 6.3171 0.2027  -0.14
220 C 0.1035 7.2711 -0.5488  -0.15
221 C -0.9268 6.4742 -1.3847  -0.13
222 C -1.6860 5.4323 -0.6614  -0.51
223 N -0.8035 4.7064 0.2734  -0.10
224 O -1.3209 3.5358 0.9145  -0.01
225 C -2.8962 5.8990 0.1190  -0.02
226 C -2.0990 4.3729 -1.7174  -0.02
227 C -0.3916 6.1619 2.2425  -0.03
228 H 1.5818 3.6165 1.1075  0.06
229 H 0.6792 3.7929 2.6335  0.07
230 H 2.0794 4.7197 2.2335  0.08
231 H 1.7195 6.7851 0.9110  0.12
232 H 1.7558 5.8541 -0.4721  0.09
233 H 0.6823 7.9252 -1.2008  0.11
234 H -0.4257 7.9057 0.1621  0.10
235 H -0.4429 6.1586 -2.3089  0.12
236 H -1.6215 7.2708 -1.6511  0.12
237 H -2.7998 6.8310 0.6759  0.08
238 H -3.5149 6.1863 -0.7311  0.08
239 H -3.4333 5.1481 0.6986  0.08
240 H -2.7864 3.6027 -1.3675  0.06
241 H -2.6400 4.7187 -2.5982  0.09
242 H -1.1869 3.8571 -2.0175  0.06
243 H -0.1547 7.2221 2.1532  0.08
244 H -0.1801 5.9300 3.2864  0.07
245 H -1.4730 6.0288 2.2724  0.06
246 H -0.8733 2.7964 0.4967  0.05

Atoms 1-6, force components in eV/Å:
0.18 1.00 -0.53
0.42 1.35 -0.38
-0.43 -0.09 -1.11
-0.45 -1.63 0.60
-0.23 -0.17 -0.02
-0.13 0.08 0.01

Highest occupied orbital energy in eV: -7.69
Gap between HOMO and LUMO in eV: 8.04
Energy relative to the best compared isomer or geometry (same formula, charge and spin) in kJ/mol: 503.8
Net charge: 0

---

no.,F_max (eV/A)
1,2.0
2,3.9